No. 1
# C20H36AsAuCl3F12NO6Si

C20H36AsAuCl3F12NO6Si as an isolated structure (the ωB97M-V functional and the def2-TZVPD basis, the OMol25 dataset).

Each line ends with the Löwdin charge.
Atoms and positions in Å:
Au 0.4815 0.5555 -0.5198  1.28
F 0.0320 -2.1992 0.4812  -0.29
As -1.3252 -2.6963 -0.5851  0.76
F -0.2176 -2.5055 -1.9195  -0.26
F -1.6957 -0.9755 -0.7659  -0.30
F -2.6060 -3.1057 -1.6387  -0.21
F -2.3334 -2.7349 0.8134  -0.22
F -0.8368 -4.3236 -0.3581  -0.21
C -1.3046 -0.6906 3.4072  -0.06
C -1.0693 0.3317 2.3212  -0.25
O 0.1809 0.0332 1.6352  -0.17
H -2.2005 -0.4239 3.9674  0.09
H -0.4671 -0.7243 4.1034  0.08
H -1.4684 -1.6787 2.9724  0.07
H -0.9473 1.3373 2.7196  0.12
H -1.8825 0.3226 1.5915  0.10
H 0.1479 -0.9271 1.4343  0.03
C 1.9811 -3.2224 3.2328  0.07
C 2.7709 -3.5340 1.8883  -0.57
C 4.2464 -3.7054 2.1641  0.01
C 2.0892 -4.7477 1.2337  0.03
O 2.4665 -2.4301 1.1262  0.05
Si 3.3212 -1.1237 0.4336  0.05
O 2.3205 -0.1881 -0.3514  -0.34
O 4.0925 -0.5317 1.7053  -0.08
C 4.6940 0.7382 2.0675  -0.62
C 6.1161 0.7254 1.5287  -0.01
C 3.8876 1.8824 1.4745  -0.03
C 4.6734 0.7815 3.5847  -0.02
O 4.3323 -1.9510 -0.5143  -0.06
C 4.3137 -2.2671 -1.9281  -0.61
C 4.5259 -0.9761 -2.7056  -0.01
C 5.4559 -3.2409 -2.1461  -0.02
C 2.9699 -2.8957 -2.2728  -0.02
H 2.1788 -4.0733 3.8818  0.11
H 0.9187 -3.1385 3.0269  0.09
H 2.3702 -2.3042 3.6643  0.10
H 4.3993 -4.5973 2.7694  0.11
H 4.6554 -2.8424 2.6851  0.09
H 4.7800 -3.8173 1.2202  0.10
H 2.1417 -5.5888 1.9221  0.11
H 2.6295 -4.9903 0.3197  0.09
H 1.0535 -4.5314 0.9819  0.07
H 6.1152 0.6302 0.4426  0.09
H 6.6742 -0.1115 1.9475  0.10
H 6.6253 1.6516 1.7931  0.10
H 3.8890 1.8479 0.3854  0.08
H 4.3223 2.8315 1.7879  0.10
H 2.8545 1.8438 1.8229  0.08
H 5.1860 -0.0881 3.9951  0.09
H 3.6478 0.7919 3.9548  0.09
H 5.1782 1.6786 3.9409  0.10
H 5.4955 -0.5406 -2.4625  0.09
H 3.7430 -0.2497 -2.4781  0.07
H 4.5053 -1.1940 -3.7731  0.10
H 6.4028 -2.7944 -1.8456  0.09
H 5.5189 -3.5110 -3.1995  0.10
H 5.3016 -4.1515 -1.5674  0.09
H 2.1459 -2.2194 -2.0512  0.05
H 2.8278 -3.8169 -1.7065  0.09
H 2.9360 -3.1395 -3.3345  0.08
C -2.7715 3.4775 0.0087  0.04
C -1.7218 2.8507 -0.8941  -0.35
O -1.1734 1.7275 -0.2767  -0.06
C -2.3663 2.3859 -2.2420  -0.57
F -3.1516 1.3401 -2.0087  0.18
F -1.4502 2.0255 -3.1431  0.15
F -3.0987 3.3671 -2.7584  0.20
C -0.5422 3.8454 -1.1470  -0.58
F 0.4690 3.2706 -1.8008  0.15
F -0.0696 4.2690 0.0279  0.18
F -0.9619 4.8924 -1.8433  0.21
H -3.5964 2.7794 0.1372  0.11
H -3.1507 4.4011 -0.4237  0.11
H -2.3287 3.6892 0.9785  0.11
Cl 0.5542 -2.2219 -5.2070  0.68
C -0.3576 -0.7660 -4.8126  -1.61
Cl -0.2750 0.4183 -6.1228  0.67
Cl -2.0158 -1.1388 -4.3814  0.71
C 0.2819 -0.1485 -3.6367  -0.33
N 0.7652 0.3247 -2.7144  0.16

As for the energy: -177681.9234 eV. As for the multiplicity: 4. The calculation puts the frontier orbital gap (alpha / beta) at 10.47 / 5.98 eV. The highest occupied orbital energy (alpha / beta) is -12.9 / -13.2 eV. As for the expectation value of S²: 3.76. The calculation puts the largest force on an atom at 0.81 eV Å⁻¹. Its total charge is +1.

No. 2
# C20H36Cl12Mg2O8

C20H36Cl12Mg2O8 as an isolated structure in a non-equilibrium geometry (the ωB97M-V functional and the def2-TZVPD basis, the OMol25 dataset).

Each line ends with the Löwdin charge.
Atoms and positions in Å:
Mg 11.9650 -1.6814 20.9210  0.70
Mg 12.6809 -4.1933 18.6253  0.90
C 9.9177 -5.4090 21.3418  0.00
C 10.3777 -4.2652 20.5659  -0.59
O 10.5130 -3.1465 21.1850  -0.07
O 10.9802 -4.4223 19.4656  -0.06
H 8.8773 -5.4188 21.6666  0.07
H 10.5070 -5.5427 22.2489  0.07
H 10.2137 -6.3299 20.8394  0.09
C 12.0523 -0.2721 16.8378  0.02
C 12.0124 -1.3717 17.8331  -0.64
O 12.3365 -2.5745 17.5388  -0.08
O 11.8014 -1.1867 19.0280  -0.03
H 12.0767 -0.7643 15.8656  0.10
H 12.8821 0.3944 17.0733  0.08
H 11.1867 0.3740 16.9842  0.04
C 15.7015 -3.6669 20.9783  0.06
C 14.3897 -3.9746 20.2459  -0.58
O 14.2799 -4.9106 19.4581  0.01
O 13.3532 -3.1919 20.2880  -0.11
H 16.1699 -2.7284 20.6817  0.07
H 16.5465 -4.3387 20.8277  0.09
H 15.3536 -3.6671 22.0113  0.09
C 13.1132 1.4322 23.0472  0.03
C 12.6329 0.1343 22.3562  -0.66
O 13.4496 -0.7298 21.9242  -0.07
O 11.4384 -0.1296 22.1165  -0.05
H 13.4374 2.1479 22.2917  0.07
H 14.0359 1.2330 23.5922  0.08
H 12.3927 1.8016 23.7770  0.08
Cl 8.5081 0.1010 18.2279  0.61
C 7.6502 -1.2907 17.5658  -0.72
C 6.8950 -2.0502 18.5821  -0.65
Cl 5.9071 -3.2199 17.6425  0.56
H 8.3402 -1.8971 16.9790  0.08
H 7.0623 -0.9128 16.7293  0.06
H 6.1719 -1.4564 19.1411  0.06
H 7.5898 -2.7015 19.1124  0.07
Cl 11.2813 2.7106 19.4935  0.58
C 10.5683 3.3489 18.0011  -0.67
C 9.3022 4.1128 18.3282  -0.71
Cl 9.6495 5.6641 19.0654  0.57
H 10.3957 2.5056 17.3323  0.04
H 11.2254 4.0452 17.4801  0.07
H 8.6781 3.4956 18.9744  0.06
H 8.6936 4.3396 17.4529  0.07
Cl 15.8289 -0.4939 17.8336  0.55
C 16.1277 0.0872 19.5073  -0.61
C 15.1635 1.2954 19.7188  -0.63
Cl 16.0016 2.7524 19.0627  0.53
H 17.1749 0.3888 19.5304  0.05
H 15.9951 -0.7373 20.2079  0.04
H 15.1165 1.5002 20.7883  0.05
H 14.1802 1.1624 19.2676  0.04
Cl 9.1707 -5.4420 24.8446  0.53
C 8.1616 -3.9507 24.9293  -0.62
C 7.3927 -3.7554 23.6232  -0.64
Cl 6.1521 -5.0877 23.4550  0.51
H 8.7510 -3.0375 25.0114  0.05
H 7.5012 -4.0956 25.7842  0.06
H 8.1190 -3.7979 22.8115  0.03
H 6.8866 -2.8095 23.4303  0.01
Cl 7.3705 -0.7375 21.9198  0.59
C 8.0146 0.1495 23.3348  -0.62
C 7.5548 1.6149 23.2331  -0.63
Cl 5.8104 1.6136 23.6181  0.53
H 9.1038 0.1554 23.2915  0.06
H 7.6513 -0.3404 24.2382  0.06
H 7.5197 1.8199 22.1632  0.04
H 8.1315 2.3549 23.7881  0.08
Cl 14.5290 -5.3295 27.2029  0.47
C 13.1265 -4.2781 26.5948  -0.59
C 13.2549 -3.8806 25.1187  -0.63
Cl 11.7559 -3.0626 24.5786  0.60
H 12.9614 -3.4946 27.3344  0.07
H 12.2675 -4.9484 26.5651  0.05
H 13.4942 -4.6935 24.4331  0.07
H 13.9684 -3.0933 24.8753  0.06

As for the energy: -198873.3030 eV. The calculation puts the frontier orbital gap at 9.90 eV. The highest occupied orbital energy is -10.2 eV. The energy above the lowest of the compared OMol25 structures with the same formula, charge and spin comes out at 1.6378 eV. The calculation puts the largest force on an atom at 4.44 eV Å⁻¹.